C55H58BrN7O3Ta | wB97M-V/def2-TZVPD

Results
- charge = +1
- HOMO-LUMO gap (eV) = 5.27
- LUMO level (Eh) = -0.13641
- relative energy (zero: lowest compared OMol25 entry of this formula, charge and spin) (kcal per mole) = 112.8
- E_HOMO (eV) = -9.0

XYZ file:
```
125
Properties=species:S:1:pos:R:3:forces:R:3:lowdin_charge:R:1
Ta -0.165 -0.363 -0.003 -0.07 0.23 0.45 2.05
C -2.298 4.426 -3.711 0.02 0.19 0.17 -0.07
C -2.134 4.688 -2.211 -0.04 -0.15 -0.17 -0.18
C -2.100 3.416 -1.430 0.45 -0.30 0.19 -0.13
C -3.176 2.771 -0.849 0.22 -0.54 0.41 -0.12
C -4.618 3.153 -0.893 -0.06 -0.15 -0.12 -0.17
C -5.404 2.303 -1.896 -0.01 0.15 0.08 -0.07
C -2.657 1.603 -0.225 -0.25 0.80 -0.16 -0.26
N -1.295 1.517 -0.429 0.27 -0.88 0.41 -0.02
C -0.951 2.617 -1.180 -0.74 0.08 0.08 -0.22
C 0.349 2.986 -1.637 1.14 -0.85 -0.19 0.05
C 1.468 2.209 -1.651 -1.29 0.92 -0.17 -0.19
C 2.828 2.632 -1.944 0.85 -0.59 0.10 -0.11
C 2.994 3.919 -2.708 -0.01 0.01 0.14 -0.18
C 3.170 5.091 -1.731 -0.02 -0.03 -0.25 -0.06
C 3.892 1.920 -1.462 -0.34 0.49 -0.63 -0.12
C 3.667 0.898 -0.478 -0.46 -0.87 0.46 -0.08
C 4.057 -0.327 -0.091 -0.10 0.67 -0.51 0.03
C 2.310 -1.550 1.161 0.30 -0.26 -0.12 -0.42
N 0.952 -1.244 1.619 -0.76 0.83 -0.23 0.00
C 0.609 -2.227 2.477 -0.76 0.05 0.01 -0.21
C -0.693 -2.572 2.749 0.46 -0.11 0.07 0.04
C -1.801 -1.941 2.178 0.06 0.02 0.02 -0.19
N -1.741 -0.872 1.319 0.96 0.10 -0.14 -0.04
C -3.054 -0.458 1.138 -0.89 0.77 -0.58 -0.24
C -3.439 0.679 0.465 0.19 -0.62 0.45 0.06
C -3.944 -1.355 1.820 0.43 -0.18 0.21 -0.11
C -3.161 -2.297 2.441 -0.12 0.27 -0.32 -0.12
C -3.575 -3.497 3.230 0.02 0.20 0.16 -0.19
C -3.691 -3.220 4.730 -0.02 -0.14 -0.19 -0.08
C -5.435 -1.258 1.819 0.08 -0.03 -0.14 -0.17
C -6.043 -1.696 0.483 -0.01 0.03 0.17 -0.07
C 1.791 -2.959 2.918 0.64 0.09 -0.16 -0.12
C 2.826 -2.576 2.147 -0.66 0.01 0.12 -0.10
C 4.269 -2.933 2.266 -0.10 -0.02 0.13 -0.17
C 4.893 -2.301 3.516 0.03 -0.08 -0.19 -0.06
C 1.751 -4.024 3.959 -0.03 -0.11 -0.15 -0.17
C 1.394 -5.361 3.306 -0.01 0.01 0.16 -0.07
N 1.320 0.888 0.216 0.69 0.23 0.23 -0.12
C 5.333 2.190 -1.780 0.01 0.32 0.18 -0.17
C 6.006 2.878 -0.590 0.09 -0.02 -0.07 -0.06
H -2.354 5.368 -4.252 0.00 0.03 -0.13 0.08
H -3.211 3.864 -3.901 -0.06 -0.06 -0.05 0.07
H -1.456 3.855 -4.096 0.08 -0.07 -0.08 0.07
H -2.976 5.288 -1.863 0.09 0.11 0.04 0.11
H -1.224 5.265 -2.035 -0.08 0.08 0.04 0.11
H -4.717 4.200 -1.179 0.02 0.05 0.13 0.11
H -5.069 3.039 0.096 0.02 0.12 0.03 0.12
H -5.002 2.424 -2.899 0.05 -0.03 -0.14 0.07
H -6.448 2.608 -1.908 -0.12 -0.02 -0.05 0.08
H -5.354 1.246 -1.642 0.00 -0.14 0.00 0.05
H 0.444 4.000 -1.988 0.08 0.12 0.02 0.11
H 2.122 4.083 -3.342 0.06 -0.01 -0.07 0.11
H 3.865 3.860 -3.361 -0.13 -0.01 -0.05 0.11
H 2.444 5.041 -0.923 -0.08 0.03 0.11 0.08
H 3.054 6.039 -2.249 0.00 0.15 -0.03 0.08
H 4.164 5.067 -1.295 0.03 0.03 0.09 0.06
H 4.764 -1.061 -0.424 0.26 -0.16 -0.08 0.13
H -0.872 -3.390 3.427 -0.05 -0.06 0.07 0.10
H -4.498 0.889 0.493 -0.09 0.05 -0.02 0.12
H -2.843 -4.290 3.069 -0.10 -0.09 -0.07 0.11
H -4.531 -3.857 2.849 -0.02 -0.07 -0.03 0.11
H -2.734 -2.905 5.137 0.11 0.06 0.10 0.07
H -4.010 -4.121 5.248 -0.02 -0.02 0.13 0.08
H -4.413 -2.432 4.922 -0.10 0.09 0.06 0.08
H -5.729 -0.229 2.037 -0.06 -0.04 0.08 0.12
H -5.835 -1.889 2.615 0.02 0.09 0.03 0.11
H -5.779 -1.014 -0.321 0.05 0.09 -0.10 0.05
H -7.127 -1.724 0.562 -0.10 -0.03 -0.07 0.08
H -5.687 -2.687 0.212 -0.01 -0.13 -0.04 0.08
H 4.806 -2.584 1.384 0.05 -0.14 -0.04 0.10
H 4.375 -4.019 2.329 0.05 -0.01 -0.11 0.12
H 4.831 -1.217 3.474 -0.01 0.10 -0.03 0.07
H 5.936 -2.598 3.580 0.14 0.04 0.11 0.08
H 4.380 -2.631 4.414 -0.01 -0.02 0.10 0.07
H 1.010 -3.772 4.718 0.05 0.03 0.09 0.12
H 2.719 -4.109 4.448 0.01 0.05 0.09 0.11
H 0.470 -5.271 2.738 -0.08 -0.09 -0.03 0.07
H 1.271 -6.131 4.063 -0.03 -0.12 -0.02 0.08
H 2.183 -5.668 2.622 0.04 -0.07 -0.06 0.07
H 5.444 2.804 -2.671 -0.02 -0.09 -0.09 0.10
H 5.832 1.234 -1.955 0.01 -0.02 -0.13 0.12
H 5.497 3.804 -0.333 -0.04 0.03 0.07 0.07
H 7.041 3.120 -0.814 0.16 -0.04 0.00 0.08
H 5.972 2.226 0.279 0.08 0.03 0.13 0.06
O 1.073 3.386 1.370 -0.12 0.15 0.05 0.06
C 2.257 3.106 1.972 0.21 -0.07 0.02 -0.25
C 2.740 4.062 2.867 -0.13 0.05 -0.08 -0.01
C 3.945 3.891 3.513 -0.20 0.02 -0.04 -0.07
C 4.686 2.739 3.300 0.11 -0.09 -0.11 -0.08
C 4.221 1.796 2.407 -0.06 0.09 0.18 -0.04
C 3.008 1.952 1.734 -0.37 0.10 0.01 -0.05
C 2.655 0.925 0.683 1.35 -0.35 0.21 -0.30
O 1.326 0.874 -1.249 -0.51 -0.14 0.06 -0.12
N 3.213 -0.437 1.046 -0.21 0.08 0.67 0.06
N 1.903 -2.001 -0.177 -0.37 0.14 -0.21 0.12
C 1.796 -3.224 -0.506 0.28 0.18 0.14 -0.04
C 0.960 -3.602 -1.627 -0.66 0.29 -0.37 -0.12
C 1.183 -4.795 -2.314 -0.08 0.18 0.07 -0.02
C 0.353 -5.195 -3.342 0.00 -0.08 -0.06 -0.07
C -0.723 -4.397 -3.697 0.16 0.02 0.10 -0.05
C -0.989 -3.231 -3.004 0.02 0.57 0.35 0.01
C -0.169 -2.803 -1.953 0.75 -1.83 -0.97 -0.26
O -0.482 -1.730 -1.238 -0.54 0.29 0.08 -0.25
H 0.811 2.656 0.788 0.06 0.08 0.20 0.05
H 2.131 4.938 3.028 -0.03 0.13 0.03 0.12
H 4.313 4.652 4.181 -0.03 0.11 0.12 0.11
H 5.624 2.596 3.817 0.05 -0.06 -0.03 0.10
H 4.804 0.910 2.214 0.05 -0.12 0.00 0.10
H 2.255 -4.034 0.069 0.13 0.13 0.08 0.15
H 2.033 -5.403 -2.038 0.07 -0.07 0.07 0.12
H 0.531 -6.127 -3.855 0.08 -0.06 -0.08 0.11
H -1.365 -4.676 -4.520 -0.06 -0.06 0.00 0.11
H -1.840 -2.629 -3.277 -0.05 0.05 -0.01 0.09
Br -5.300 -0.726 -5.989 0.25 0.06 0.30 0.77
C -4.107 -0.476 -4.532 0.01 0.08 -0.06 -0.67
C -3.060 0.429 -4.626 -0.22 -0.13 -0.12 -0.09
C -2.221 0.568 -3.531 -0.02 0.02 -0.09 -0.11
N -2.360 -0.124 -2.410 -0.01 -0.12 -0.07 0.05
C -3.369 -0.983 -2.334 -0.15 0.01 -0.14 -0.17
C -4.276 -1.197 -3.358 -0.02 0.06 -0.11 -0.10
H -2.892 1.001 -5.525 -0.01 0.06 -0.06 0.11
H -1.400 1.273 -3.552 0.07 0.04 -0.09 0.11
H -3.446 -1.535 -1.406 -0.09 -0.13 0.05 0.11
H -5.076 -1.911 -3.250 -0.11 -0.07 0.02 0.11
```
Forces are in eV/Å.

C19H15N7O | wB97M-V/def2-TZVPD

Results
- HOMO-LUMO gap (eV) = 7.88
- LUMO level (Eh) = -0.01725
- relative energy (zero: lowest compared OMol25 entry of this formula, charge and spin) (kcal per mole) = 45.1
- E_HOMO (eV) = -8.4

XYZ file:
```
42
Properties=species:S:1:pos:R:3:forces:R:3:nbo_charge:R:1
N -2.072 4.432 -3.412 1.85 -1.13 -0.15 -0.27
C -1.343 3.556 -3.674 -3.22 2.16 0.86 0.26
C -0.883 2.336 -4.183 0.96 -2.16 -0.17 -0.16
C -0.220 2.386 -5.427 -0.50 -0.09 1.80 -0.14
C 0.293 1.201 -5.923 -1.02 -0.26 -0.59 -0.21
C -0.071 -0.040 -5.429 1.08 -0.56 1.55 -0.15
C -0.675 -0.082 -4.130 0.25 0.46 -0.92 -0.17
C -0.966 -1.377 -3.481 -0.38 -1.51 0.68 0.62
O -1.380 -2.295 -4.157 0.02 -0.18 -0.26 -0.54
C -0.782 -1.612 -1.991 -0.90 1.10 -2.21 -0.31
C -0.066 -0.701 -1.245 1.33 0.40 -3.92 0.13
N 0.191 -0.834 -0.014 1.37 1.75 1.72 -0.47
C -0.429 -1.823 0.515 -1.54 -0.64 5.12 0.58
N -0.532 -1.821 1.931 0.85 0.48 -1.54 -0.60
C -0.639 -0.643 2.756 -0.91 1.25 -1.11 0.08
C 0.596 -0.164 3.483 1.31 -2.13 0.72 0.12
C 1.648 -1.138 3.569 -0.74 1.97 0.00 0.04
N 2.840 -0.888 4.108 -2.31 -3.51 -1.89 -0.43
C 2.932 0.218 4.718 1.39 3.54 1.05 0.33
N 4.210 0.389 5.239 0.39 1.87 0.67 -0.81
C 1.909 1.205 4.758 -1.58 -2.01 -1.29 -0.05
N 0.703 1.012 4.110 2.03 -0.33 0.74 -0.37
C -1.484 0.551 2.235 -2.20 -3.85 -2.54 -0.38
C -2.004 -0.362 3.339 -1.76 0.98 -1.33 -0.43
N -1.123 -2.791 -0.034 -0.74 -1.16 -0.90 -0.48
C -1.339 -2.692 -1.337 1.22 0.47 1.02 0.15
C -1.072 1.073 -3.486 -0.56 1.32 -0.02 -0.16
H -0.124 3.358 -5.926 0.23 -0.55 0.21 0.24
H 0.865 1.299 -6.801 0.63 -0.29 -1.07 0.22
H 0.328 -0.990 -5.876 -0.68 1.11 0.42 0.24
H 0.492 0.042 -1.820 -0.26 0.23 0.42 0.20
H -0.791 -2.725 2.242 -0.65 -0.39 0.80 0.40
H 1.465 -2.084 3.144 0.13 -0.94 -0.50 0.20
H 4.880 -0.277 4.846 -0.41 0.63 0.27 0.40
H 4.524 1.375 5.344 -0.14 -1.41 -0.14 0.38
H 2.025 2.062 5.358 0.02 1.04 0.39 0.20
H -2.141 0.451 1.273 1.85 0.18 1.62 0.21
H -1.161 1.489 2.476 0.86 2.21 0.58 0.23
H -2.997 -0.840 3.005 2.13 0.08 0.79 0.23
H -2.092 0.273 4.182 0.14 -0.34 1.47 0.23
H -1.891 -3.465 -1.796 -0.55 -0.64 -0.67 0.22
H -1.622 0.935 -2.488 0.99 0.86 -1.67 0.25
```
Forces are in eV/Å.

Which of these has the lowest relative energy (zero: lowest compared OMol25 entry of this formula, charge and spin)?
C19H15N7O

What is the relative energy (zero: lowest compared OMol25 entry of this formula, charge and spin) in the first record?
112.8 kcal per mole